The following is a DFT calculation (wB97M-V/def2-TZVPD) of the molecule C5H8BrOP.

Each line ends with the natural charge from an NBO analysis.
Geometry (Å):
C  0.3632  -1.2503  -0.1360  -0.60
C  0.5816  0.3027  -0.1540  -0.31
C  -0.4422  0.8321  -1.0669  -0.09
C  -1.6194  1.3650  -0.6190  -0.61
P  -1.5312  1.5381  1.1904  1.69
O  -1.7434  2.8533  1.8125  -1.07
Br  -3.1300  0.2403  1.9866  -0.23
C  0.4428  0.8987  1.1896  -0.63
H  -0.7160  -1.5844  0.0305  0.23
H  1.0023  -1.5413  0.6503  0.22
H  0.5276  -1.4479  -1.2218  0.22
H  1.5891  0.5896  -0.4682  0.23
H  -0.2121  0.4297  -2.0607  0.21
H  -2.5395  1.7697  -1.0810  0.26
H  0.8848  0.3899  2.0561  0.24
H  0.7731  1.9601  1.2550  0.24

Output
Total energy: -3185.9198 Eh
2S+1: 1
Energy above the lowest of the compared OMol25 structures with the same formula, charge and spin: 0.000 eV
Molecular weight: 195.00 g/mol
Structure (SMILES): C[C@H]1C=C[P@@](=O)(Br)C1